#i
The following is a quantum chemistry calculation of the ion C6H10NO with charge +1, from OMol25.

XYZ file:
```
18
Properties=species:S:1:pos:R:3:nbo_charge:R:1
C 0.970 1.760 -0.726 0.699
C 0.836 2.617 0.539 -0.271
C -1.813 -0.063 -0.542 -0.738
C 0.101 0.055 1.009 -0.315
C -0.412 -0.562 -0.256 0.565
C 0.431 -1.440 -0.846 -0.765
N 0.777 1.161 0.411 -0.423
O 1.117 1.590 -1.917 -0.550
H -0.150 2.989 0.678 0.189
H 1.574 3.184 1.091 0.240
H -1.898 0.976 -0.198 0.259
H -1.844 -0.044 -1.624 0.260
H -0.638 0.556 1.759 0.264
H 0.797 -0.656 1.434 0.226
H -2.790 -0.629 -0.109 0.341
H -0.031 -2.152 -1.507 0.318
H 1.174 -1.746 -0.172 0.274
H 0.714 -0.671 -1.770 0.427
```

Calculated values
Charge   +1
E_HOMO   -14.2 eV
Frontier orbital gap   7.881 eV
2S+1   1

#ii
The following is a quantum chemistry calculation of the ion C6H10NO with charge +1, from OMol25.

XYZ file:
```
18
Properties=species:S:1:pos:R:3:nbo_charge:R:1
C 1.659 -0.664 1.023 -0.419
N 0.538 -0.244 0.171 -0.183
C 0.319 -0.481 -1.296 -0.176
C -1.118 -0.884 -0.957 -0.422
C -0.869 -0.606 0.484 -0.025
C -0.363 0.810 0.791 -0.136
C -0.895 2.148 -0.152 0.429
O -1.286 2.385 -1.274 -0.434
H 1.699 -1.753 1.174 0.241
H 2.663 -0.398 0.557 0.255
H 1.461 -0.204 2.020 0.232
H 0.860 -1.301 -1.685 0.243
H 0.485 0.395 -1.800 0.233
H -1.340 -1.935 -1.135 0.251
H -1.797 -0.202 -1.316 0.249
H -1.387 -1.215 1.177 0.264
H -0.144 1.140 1.800 0.265
H -0.484 3.010 0.415 0.134
```

Calculated values
Charge   +1
SMILES string   C[N@@+]12CC[C@@H]1[C@@H]2C=O
E_HOMO   -14.2 eV
Frontier orbital gap   10.243 eV
2S+1   1

Of them, #ii has the highest stability.

#i
The following is a quantum chemistry calculation of a structure of composition H23O12, from OMol25.

XYZ file:
```
35
Properties=species:S:1:pos:R:3:nbo_charge:R:1
O 1.979 51.689 3.755 -1.050
H 1.895 50.743 3.876 0.489
O 2.083 48.952 6.396 -0.930
H 1.513 49.046 7.133 0.453
H 2.311 49.786 6.229 0.474
O 1.194 53.313 5.721 -0.984
H 0.819 52.810 6.485 0.474
H 1.671 52.634 5.154 0.472
O 3.822 49.694 1.215 -0.972
H 4.270 48.932 0.582 0.467
H 3.201 49.275 1.861 0.522
O 0.297 54.342 2.877 -0.967
H 0.562 53.605 3.401 0.464
H 0.719 54.044 2.057 0.475
O 1.820 52.875 1.413 -0.966
H 1.773 52.330 2.142 0.495
H 2.679 53.329 1.265 0.476
O 4.363 52.826 3.476 -0.960
H 4.546 53.014 2.502 0.455
H 3.363 52.745 3.405 0.499
O 3.446 51.475 6.115 -1.001
H 3.509 52.487 6.203 0.475
H 2.824 51.625 5.217 0.466
O 5.172 50.162 3.443 -1.034
H 4.775 51.025 3.634 0.497
H 4.994 49.837 2.497 0.486
O -1.151 50.690 5.598 -0.977
H -0.773 50.689 4.731 0.498
H -1.407 49.728 5.685 0.444
O 0.155 50.940 3.371 -1.093
H 1.044 51.428 3.582 0.423
H -0.313 51.145 2.455 0.477
O 1.392 48.963 2.032 -1.026
H 1.046 49.624 2.753 0.503
H 0.671 48.228 1.872 0.477
```

Calculated values
Charge   -1
E_HOMO   -6.8 eV
Frontier orbital gap   9.682 eV
2S+1   1

#ii
The following is a quantum chemistry calculation of a cluster of 12 separate species, H23O12 in total, from OMol25.

XYZ file:
```
35
Properties=species:S:1:pos:R:3:nbo_charge:R:1
O -0.445 0.075 1.322 -1.046
H 2.478 1.046 -0.550 0.481
H -1.670 0.339 -1.426 0.489
O 2.094 0.666 2.542 -0.960
H 1.893 -0.255 2.561 0.486
H 1.535 1.114 3.270 0.481
O -0.309 -1.450 -0.665 -1.167
H 0.640 -1.431 -0.921 0.458
O -2.125 0.980 -0.895 -0.966
H -0.708 1.186 -2.845 0.491
H -1.519 1.540 -0.491 0.463
O 3.032 1.760 -0.913 -0.961
H 0.201 -1.560 -4.215 0.463
H -0.926 2.067 4.722 0.486
O -0.691 -3.732 0.486 -1.005
H -2.607 -1.357 -0.502 0.479
H 2.771 2.236 1.671 0.512
O -0.036 1.903 -2.558 -0.998
H -0.508 2.343 -1.914 0.453
H -0.450 -2.901 0.127 0.497
O -0.930 -0.401 -2.908 -1.031
H -0.088 -0.248 -3.406 0.455
H -0.640 -0.987 -2.013 0.517
O 0.603 -2.503 -4.365 -0.953
H 0.047 -3.038 -3.732 0.478
H -1.411 0.520 4.812 0.492
O -2.787 -1.613 0.426 -0.950
H -0.343 -0.696 0.573 0.491
H 2.731 3.013 3.015 0.440
O 3.275 2.950 2.275 -0.962
H -1.964 -1.413 0.825 0.464
H -1.483 -3.716 1.041 0.469
O -0.895 1.219 5.018 -0.978
H -1.363 0.227 1.312 0.450
H 2.599 2.119 -1.679 0.482
```

Calculated values
Charge   -1
E_HOMO   -7.0 eV
Frontier orbital gap   9.654 eV
2S+1   1

#iii
The following is a quantum chemistry calculation of a cluster of 12 separate species, H23O12 in total, from OMol25.

XYZ file:
```
35
Properties=species:S:1:pos:R:3:nbo_charge:R:1
O -1.916 -1.001 -1.863 -1.043
H 1.809 -1.643 3.647 0.472
H -1.388 3.218 2.196 0.455
O 0.975 -0.003 -1.143 -1.003
H 1.603 0.157 -0.402 0.477
H -1.052 -1.032 -2.279 0.449
O -1.220 -0.301 0.669 -1.255
H -2.038 0.204 0.681 0.429
O -1.795 2.504 2.679 -0.939
H 2.717 0.397 -1.975 0.481
H -2.289 2.077 1.974 0.483
O 2.579 -1.647 4.231 -0.930
H -3.221 0.934 -0.886 0.484
H -0.034 1.339 -1.919 0.481
O 0.020 -3.522 1.230 -0.984
H 1.113 3.697 -0.804 0.488
H 4.129 -0.967 -1.448 0.482
O 3.102 -0.045 -2.763 -0.960
H 2.366 -0.594 -3.026 0.484
H -0.613 -3.604 1.969 0.489
O -2.107 -2.097 2.394 -1.021
H -1.921 -1.569 1.564 0.517
H -1.496 -1.814 3.068 0.457
O -3.744 1.634 -0.485 -0.949
H -3.443 2.316 -1.115 0.464
H -1.404 1.346 -2.556 0.476
O 0.899 4.095 -1.637 -0.994
H -1.589 -0.788 -0.867 0.506
H 4.448 -2.387 -1.035 0.461
O 3.798 -1.686 -0.914 -0.955
H 0.834 3.633 -2.487 0.507
H -0.311 -2.861 0.623 0.487
O -0.790 1.922 -2.088 -0.978
H 0.250 0.321 -0.575 0.526
H 3.112 -1.355 3.473 0.458
```

Calculated values
Charge   -1
E_HOMO   -5.9 eV
Frontier orbital gap   8.378 eV
2S+1   1

Of them, #iii has the highest stability.

#i
The following is a quantum chemistry calculation of a structure of composition C2H4O2S2, from OMol25.

XYZ file:
```
10
Properties=species:S:1:pos:R:3:nbo_charge:R:1
C 0.892 0.310 -0.483 -0.467
C 0.912 0.086 0.843 -0.276
O -1.297 -1.275 0.831 -0.889
O -1.677 1.063 0.204 -0.888
S -1.375 -0.793 -1.981 -0.352
S -1.230 -0.244 -0.153 1.931
H 0.657 1.285 -0.879 0.246
H 1.297 -0.406 -1.180 0.240
H 1.247 -0.855 1.250 0.226
H 0.574 0.828 1.547 0.229
```

Calculated values
E_HOMO   -9.7 eV
Frontier orbital gap   8.565 eV
2S+1   1

#ii
The following is a quantum chemistry calculation of the molecule C2H4O2S2, from OMol25.

XYZ file:
```
10
Properties=species:S:1:pos:R:3:nbo_charge:R:1
C -0.574 -0.654 -0.247 -0.861
S -1.351 0.859 -0.637 1.341
O -1.590 0.994 -2.054 -0.960
C -0.016 1.957 -0.301 -0.680
S 0.691 2.556 0.897 0.861
O 0.502 1.554 2.403 -0.927
H 0.455 -0.495 -0.637 0.243
H -0.504 -0.505 0.823 0.250
H -1.191 -1.557 -0.554 0.266
H 1.345 1.600 2.814 0.467
```

Calculated values
SMILES string   CS(=O)#CSO
E_HOMO (spin up / spin down)   -9.2 / -9.2 eV
Frontier orbital gap (spin up / spin down)   8.420 / 8.421 eV
2S+1   1

Of them, #i has the highest stability.

#i
The following is a quantum chemistry calculation of the molecule C2H4O2S2, from OMol25.

XYZ file:
```
10
Properties=species:S:1:pos:R:3:nbo_charge:R:1
C 1.541 -0.445 1.147 0.658
C -0.807 0.234 -1.309 -0.774
O 0.771 0.514 0.542 -0.793
O 1.342 -1.023 2.176 -0.544
S -2.192 0.262 1.358 -0.295
S -0.937 1.163 0.271 0.897
H 2.363 -0.662 0.429 0.121
H -0.424 -0.703 -0.906 0.247
H -1.657 -0.110 -1.771 0.238
H 0.001 0.769 -1.937 0.246
```

Calculated values
E_HOMO   -9.3 eV
Frontier orbital gap   8.508 eV
2S+1   1

#ii
The following is a quantum chemistry calculation of the molecule C2H4O2S2, from OMol25.

XYZ file:
```
10
Properties=species:S:1:pos:R:3:nbo_charge:R:1
C 1.614 -0.223 -0.847 -0.802
S 1.196 0.322 0.903 1.258
O 0.765 -0.841 1.659 -0.933
C -0.252 1.352 0.288 -0.567
S -1.839 1.114 0.208 0.761
O -3.067 -0.225 0.279 -0.906
H 2.548 -0.605 -1.062 0.234
H 0.946 -0.992 -0.950 0.228
H 1.368 0.551 -1.703 0.245
H -3.278 -0.451 1.224 0.482
```

Calculated values
SMILES string   CS(=O)#CSO
E_HOMO   -9.5 eV
Frontier orbital gap   8.639 eV
2S+1   1

Of them, #i has the highest stability.

#i
The following is a quantum chemistry calculation of a cluster of 2 separate species, C3H3N3O2 in total, from OMol25.

XYZ file:
```
11
Properties=species:S:1:pos:R:3:nbo_charge:R:1
C 1.222 -1.249 0.380 -0.120
C -0.053 -0.793 -0.218 0.556
C -2.617 1.069 0.106 0.475
N 1.934 -0.181 0.508 -0.179
N 0.169 0.537 -0.554 -0.486
N 1.413 0.923 0.030 -0.215
O -3.550 0.600 0.467 -0.458
O -1.095 -1.424 -0.404 -0.635
H 1.336 -2.196 0.947 0.236
H -0.625 1.091 -0.746 0.423
H 1.865 1.623 -0.514 0.402
```

Calculated values
E_HOMO   -9.1 eV
Frontier orbital gap   9.958 eV
2S+1   1

#ii
The following is a quantum chemistry calculation of the molecule C3H3N3O2, from OMol25.

XYZ file:
```
11
Properties=species:S:1:pos:R:3:nbo_charge:R:1
H 2.384 0.915 -0.261 0.361
N 1.555 1.556 -0.077 -0.590
C 0.449 0.868 -0.047 0.285
N -0.848 1.325 0.095 -0.481
C -1.763 0.459 0.078 0.395
O -1.613 -0.828 -0.155 -0.280
N -0.451 -1.331 -0.035 -0.174
C 0.545 -0.578 0.042 0.418
O 1.787 -1.067 0.068 -0.665
H -2.763 0.983 0.307 0.216
H 1.802 -2.090 0.331 0.514
```

Calculated values
SMILES string   [H]/N=c1/nconc1O
E_HOMO   -9.5 eV
Frontier orbital gap   9.816 eV
2S+1   1

Of them, #i has the highest stability.